# 1
31
Properties=species:S:1:pos:R:3 method="wB97M-V/def2-TZVPD" max_force_ha_per_bohr=0.23078 lumo_ha=-0.3133 total_charge=+1 energy_ha=-2501.6559 homo_energy_ev=-11.33
C 4.930 0.115 -0.115
O 3.824 -0.320 -0.987
C 2.778 -1.044 -0.213
C 1.602 0.012 0.334
C 0.653 0.542 -0.891
C -0.749 -0.288 -1.101
B -1.882 -0.060 0.066
C -3.267 0.501 -0.699
C -4.567 -0.326 -0.045
O -5.204 0.059 1.063
Cl -5.079 -1.864 -0.981
O -2.325 -1.303 0.754
C -1.204 -2.041 1.347
N -0.249 -2.643 2.011
C -1.496 1.170 1.141
O -1.310 0.967 2.464
O -1.384 2.605 0.715
H 4.506 0.766 0.769
H 5.507 -0.807 0.372
H 5.729 0.784 -0.673
H 2.258 -1.817 -0.932
H 3.251 -1.558 0.754
H 1.033 -0.384 1.276
H 2.220 0.963 0.708
H 0.506 1.726 -0.848
H 1.282 0.366 -1.891
H -1.154 0.043 -2.175
H -0.431 -1.429 -1.254
H -3.484 1.630 -0.482
H -3.293 0.250 -1.841
Lu -3.004 3.383 1.351


# 2
16
Properties=species:S:1:pos:R:3 method="wB97M-V/def2-TZVPD" max_force_ha_per_bohr=0.09957 spin_multiplicity=6 lumo_ha="-0.3122 / -0.3730" total_charge=+2 energy_ha=-1541.6691 homo_energy_ev="-15.68 / -17.12" e_above_lowest_ev=0.000
C 0.714 -0.909 2.360
H -1.783 -0.968 -0.320
H 0.439 -1.759 2.985
C 1.862 -0.250 2.654
O 2.701 0.309 1.812
Ho 2.867 1.575 0.008
H 2.150 -0.156 3.713
O -1.140 1.435 -2.271
O -0.162 -0.317 -1.448
O 0.941 1.625 -1.466
C -2.162 0.554 -1.987
C -1.547 -0.665 -1.413
C -0.016 0.943 -1.790
H -3.169 0.799 -2.301
H -0.021 -0.458 1.691
F -1.672 -1.759 -2.227


# 3
10
Properties=species:S:1:pos:R:3 method="wB97M-V/def2-TZVPD" max_force_ha_per_bohr=0.05148 lumo_ha=-0.0255 smiles="Cl[Si](Cl)(Cl)Cl.[SiH2]=NCl" energy_ha=-2936.0020 homo_energy_ev=-9.17 e_above_lowest_ev=5.944
Cl -1.781 0.569 -0.543
Si -0.219 0.617 -1.878
Cl 0.570 -1.144 -2.311
Cl -0.783 1.479 -3.518
Cl 1.224 1.686 -0.884
Si -0.263 -0.491 2.167
N 0.686 -0.934 0.957
Cl 2.372 -1.336 0.947
H -1.553 -0.907 1.644
H -0.253 0.461 3.419


# 4
21
Properties=species:S:1:pos:R:3 method="wB97M-V/def2-TZVPD" max_force_ha_per_bohr=0.04066 lumo_ha=-0.3092 total_charge=+1 energy_ha=-382.6751 homo_energy_ev=-12.11 e_above_lowest_ev=5.077
O -1.001 -0.514 0.286
C -0.474 -1.271 -0.497
C 0.673 -0.893 -1.299
C 1.275 0.435 -1.238
C 2.543 0.471 -0.343
C 2.197 0.033 1.080
N 1.261 0.952 1.694
N -5.246 0.124 0.250
H -0.854 -2.286 -0.647
H 0.960 -1.634 -2.042
H 0.521 1.122 -0.843
H 1.555 0.744 -2.250
H 3.314 -0.181 -0.758
H 2.972 1.472 -0.324
H 3.090 -0.069 1.691
H 1.724 -0.971 1.022
H 0.298 0.656 1.565
H 1.419 1.106 2.680
H -4.616 0.630 -0.338
H -5.974 0.708 0.598
H -5.637 -0.634 -0.288


# 5
16
Properties=species:S:1:pos:R:3 method="wB97M-V/def2-TZVPD" max_force_ha_per_bohr=0.05470 lumo_ha=0.0289 smiles=CC#C[C@H]1CN1.O energy_ha=-325.7893 homo_energy_ev=-9.16 e_above_lowest_ev=4.035
C -3.071 1.167 0.187
C -2.007 0.117 -0.001
C -1.195 -0.688 -0.334
C 0.021 -1.517 -0.387
C 1.391 -0.957 -0.145
N 0.823 -1.998 0.753
H -2.944 1.945 -0.600
H -3.069 1.637 1.199
H -4.049 0.672 0.062
H -0.057 -2.207 -1.234
H 1.431 -0.010 0.412
H 2.269 -1.120 -0.828
H 1.191 -2.948 0.513
O 3.251 1.682 -0.043
H 2.425 2.095 -0.262
H 3.590 2.131 0.709


# 6
106
Properties=species:S:1:pos:R:3 method="wB97M-V/def2-TZVPD" max_force_ha_per_bohr=0.00814 lumo_ha=0.1337 total_charge=-2 energy_ha=-5394.5426 homo_energy_ev=-1.39 e_above_lowest_ev=0.584
Rb 0.028 -0.387 -0.014
N -4.169 0.301 3.330
C -2.984 0.127 2.635
S -3.086 -0.646 1.127
N -1.971 0.638 3.351
N -0.738 0.607 2.808
C 0.183 0.962 3.644
C -0.115 1.306 5.071
C -0.582 0.344 5.964
C -0.819 0.666 7.290
C -0.602 1.962 7.749
C -0.142 2.928 6.867
C 0.102 2.596 5.539
C 1.608 1.052 3.223
C 2.619 1.119 4.193
C 3.939 1.231 3.800
C 4.244 1.277 2.449
C 3.187 1.190 1.560
N 1.914 1.082 1.922
H -4.997 0.243 2.762
H -4.133 1.009 4.046
H -0.776 -0.657 5.599
H -1.186 -0.095 7.969
H -0.795 2.215 8.785
H 0.026 3.943 7.209
H 0.467 3.350 4.850
H 2.364 1.070 5.242
H 4.724 1.273 4.546
H 5.261 1.364 2.090
H 3.370 1.202 0.491
C -2.581 2.848 -0.221
C -1.435 3.861 -0.223
C -1.883 5.134 -0.938
P 0.093 2.973 -0.838
C 1.503 4.006 -0.147
C 1.342 5.510 0.068
C 2.769 3.716 -0.953
C 0.142 3.267 -2.637
C 0.280 4.515 -3.241
C 0.374 4.711 -4.613
C 0.479 6.089 -5.214
C 0.317 3.562 -5.408
C 0.183 2.301 -4.872
C 0.101 2.080 -3.456
N -0.021 0.877 -2.895
C 0.135 -0.271 -3.658
C -0.935 -1.182 -3.775
C -2.249 -0.863 -3.114
C -0.759 -2.371 -4.471
C 0.456 -2.724 -5.046
C 0.628 -4.034 -5.771
C 1.517 -1.839 -4.897
C 1.382 -0.634 -4.216
C 2.574 0.262 -4.019
H -3.500 3.299 0.170
H -2.361 1.965 0.379
H -2.788 2.499 -1.238
H -1.191 4.102 0.820
H -2.068 4.936 -1.995
H -1.155 5.942 -0.875
H -2.819 5.492 -0.495
H 1.633 3.548 0.839
H 1.221 6.048 -0.872
H 2.236 5.915 0.558
H 0.486 5.744 0.704
H 2.738 4.218 -1.923
H 2.879 2.648 -1.157
H 3.658 4.056 -0.412
H 0.317 5.394 -2.607
H 0.878 6.802 -4.488
H -0.489 6.480 -5.549
H 1.145 6.100 -6.082
H 0.378 3.666 -6.490
H 0.141 1.439 -5.527
H -2.522 0.181 -3.266
H -2.194 -1.029 -2.034
H -3.041 -1.509 -3.498
H -1.595 -3.063 -4.534
H -0.225 -4.692 -5.593
H 1.524 -4.562 -5.435
H 0.718 -3.893 -6.853
H 2.495 -2.109 -5.293
H 3.505 -0.305 -4.116
H 2.533 0.728 -3.030
H 2.596 1.085 -4.738
Br -0.170 -8.274 0.084
C -0.174 -6.356 -0.079
C -0.280 -5.578 1.060
C -0.281 -4.188 0.908
C -0.172 -3.500 -0.319
C -0.071 -4.385 -1.416
C -0.071 -5.782 -1.333
H -0.363 -6.044 2.036
H -0.379 -3.617 1.833
H 0.022 -3.975 -2.422
H 0.008 -6.405 -2.217
C 3.074 -2.812 -1.608
C 3.804 -2.132 -0.483
C 4.734 -1.001 -0.883
O 3.672 -2.441 0.678
H 3.750 -2.977 -2.452
H 2.272 -2.158 -1.967
H 2.610 -3.738 -1.278
H 5.572 -1.411 -1.453
H 5.105 -0.491 0.004
H 4.216 -0.297 -1.542


# 7
19
Properties=species:S:1:pos:R:3 method="wB97M-V/def2-TZVPD" max_force_ha_per_bohr=0.07947 lumo_ha="-0.1829 / -0.2566" total_charge=+1 energy_ha=-381.3940 homo_energy_ev="-14.13 / -12.38" e_above_lowest_ev=7.345
C -1.007 -0.004 -0.761
C 0.658 0.355 1.122
C -0.491 -0.554 0.524
C -1.671 -0.623 1.536
C 2.661 1.229 -1.680
N 1.672 1.492 -0.674
N -1.677 -0.844 -1.511
O 1.612 0.433 0.160
H 0.163 1.223 1.411
H 1.070 -0.175 2.006
H -0.116 -1.555 0.244
H -1.311 -1.268 2.317
H -2.622 -1.061 1.170
H -1.867 0.290 2.024
H 3.068 2.121 -2.116
H 2.077 0.716 -2.427
H 3.335 0.502 -1.267
H -2.150 -1.675 -1.079
H -2.158 -0.462 -2.287


# 8
16
Properties=species:S:1:pos:R:3 method="wB97M-V/def2-TZVPD" max_force_ha_per_bohr=0.09007 spin_multiplicity=2 lumo_ha="-0.1312 / -0.3397" total_charge=+1 energy_ha=-341.7803 homo_energy_ev="-13.90 / -13.90" e_above_lowest_ev=2.426
N 0.426 2.113 -1.153
C 0.623 1.040 -2.171
O 1.290 -0.125 -1.504
H 0.430 1.774 -0.181
H 1.179 2.834 -1.343
H -0.464 0.707 -2.461
H 1.386 1.203 -2.905
H 0.773 -0.302 -0.626
N -1.413 -1.899 1.928
C -0.172 -1.321 1.582
O -0.215 -0.107 0.762
H -2.146 -1.241 2.354
H -1.936 -2.128 1.125
H 0.441 -1.184 2.579
H 0.481 -2.013 0.822
H -0.683 0.649 1.192


# 9
64
Properties=species:S:1:pos:R:3 method="wB97M-V/def2-TZVPD" max_force_ha_per_bohr=0.00887 spin_multiplicity=5 lumo_ha="-0.3542 / -0.4334" total_charge=+3 energy_ha=-2346.7564 homo_energy_ev="-16.56 / -16.56"
Ru -0.752 1.433 0.055
O -1.330 -0.446 0.494
C -2.131 -1.245 -0.090
C -2.526 -2.421 0.639
C -3.419 -3.296 0.109
C -3.954 -3.056 -1.176
C -3.554 -1.941 -1.931
C -2.646 -1.038 -1.437
C -2.158 0.074 -2.247
N -1.436 1.116 -1.821
C -1.166 1.926 -2.908
C -1.728 1.359 -4.004
N -2.337 0.208 -3.569
H -2.098 -2.556 1.624
H -3.733 -4.170 0.664
H -4.680 -3.743 -1.591
H -3.990 -1.810 -2.913
H -0.608 2.841 -2.813
H -1.745 1.669 -5.035
H -2.849 -0.427 -4.165
C -1.304 -0.105 5.091
C -1.346 0.927 4.006
C -0.209 1.195 3.239
C -0.216 2.172 2.247
C -1.410 2.896 2.016
C -2.554 2.642 2.764
C -2.505 1.668 3.752
S -1.393 4.184 0.785
C -0.255 5.370 1.456
O -0.570 3.404 -0.318
H -0.465 0.081 5.763
H -1.160 -1.100 4.667
H -2.220 -0.111 5.678
H 0.711 0.660 3.442
H 0.731 2.500 1.822
H -3.464 3.204 2.593
H -3.388 1.489 4.353
H 0.695 4.893 1.687
H -0.726 5.789 2.348
H -0.131 6.154 0.708
O 1.173 0.835 -0.354
S 1.644 -0.052 -1.560
C 1.359 -1.707 -1.025
C 1.774 -2.132 0.233
C 1.556 -3.451 0.589
C 0.944 -4.327 -0.307
C 0.537 -3.888 -1.558
C 0.737 -2.562 -1.925
C 3.403 0.112 -1.536
C 4.070 -0.346 -2.664
C 5.454 -0.269 -2.683
C 6.135 0.269 -1.599
C 5.445 0.736 -0.489
C 4.060 0.660 -0.445
H 2.280 -1.451 0.906
H 1.886 -3.810 1.555
H 0.806 -5.364 -0.032
H 0.078 -4.577 -2.254
H 0.440 -2.211 -2.907
H 3.532 -0.756 -3.511
H 5.998 -0.619 -3.550
H 7.214 0.330 -1.623
H 5.985 1.163 0.345
H 3.509 1.024 0.411


# 10
17
Properties=species:S:1:pos:R:3 method="wB97M-V/def2-TZVPD" max_force_ha_per_bohr=0.11617 lumo_ha=-0.0252 smiles="O=P(=S)c1ccccn1.N" energy_ha=-1119.0029 homo_energy_ev=-9.30 e_above_lowest_ev=1.385
O -0.103 0.767 3.505
P -0.751 0.183 2.399
S -2.703 -0.129 2.347
C 0.303 -0.511 1.015
C -0.025 -0.246 -0.317
C 0.873 -0.743 -1.248
C 2.104 -1.291 -0.831
C 2.311 -1.382 0.550
N 1.426 -1.021 1.443
H -0.958 0.182 -0.772
H 0.470 -0.579 -2.188
H 2.965 -1.681 -1.324
H 3.278 -1.802 0.913
N -2.181 1.946 -1.277
H -2.013 2.455 -0.457
H -1.818 2.219 -2.219
H -3.176 1.632 -1.541


# 11
122
Properties=species:S:1:pos:R:3 method="wB97M-V/def2-TZVPD" max_force_ha_per_bohr=0.06818 lumo_ha="-0.1095 / -0.1081" total_charge=+1 energy_ha=-6704.2061 homo_energy_ev="-9.01 / -9.03" e_above_lowest_ev=3.645
Sn 0.819 -1.177 0.862
I 0.831 -0.260 -2.616
C 0.643 -2.031 -3.763
C 1.583 -2.118 -4.766
C 1.523 -3.158 -5.699
C 0.507 -4.070 -5.630
C -0.470 -4.005 -4.603
C -1.570 -4.898 -4.662
C -2.556 -4.869 -3.711
C -2.438 -3.963 -2.653
C -1.331 -3.123 -2.498
P -1.321 -2.217 -0.923
C -2.788 -0.787 -1.095
C -3.765 -0.756 0.040
C -5.101 -0.484 -0.052
C -6.087 -0.468 -1.116
C -6.125 -0.004 -2.403
C -3.740 -0.147 -3.315
C -1.927 -3.498 0.227
C -0.977 -4.466 0.545
C -1.315 -5.572 1.312
C -2.635 -5.733 1.727
C -3.580 -4.788 1.393
C -3.245 -3.711 0.580
C -0.375 -3.013 -3.572
H 2.366 -1.385 -4.837
H 2.249 -3.213 -6.489
H 0.434 -4.848 -6.369
H -1.638 -5.591 -5.482
H -3.407 -5.531 -3.736
H -3.225 -3.933 -1.904
H -3.355 -0.845 1.035
H -5.596 -0.286 0.905
H -7.051 -0.819 -0.746
H -7.110 -0.008 -2.851
H -3.009 0.207 -4.041
H 0.030 -4.372 0.124
H -0.574 -6.310 1.562
H -2.916 -6.598 2.296
H -4.623 -4.904 1.703
H -4.029 -3.085 0.194
C -1.278 3.745 2.020
C 0.127 3.135 2.047
P 1.168 3.743 0.619
C 2.135 2.316 0.089
C 2.614 1.406 1.031
C 3.618 0.513 0.658
C 4.165 0.571 -0.616
C 3.703 1.494 -1.539
C 2.692 2.377 -1.185
C 2.399 4.680 1.597
C 1.933 5.633 2.502
C 2.797 6.261 3.375
C 4.155 5.954 3.344
C 4.626 5.026 2.455
C 3.756 4.388 1.577
C -2.196 3.159 0.951
P -1.279 2.911 -0.646
C -1.368 4.461 -1.570
C -2.144 5.544 -1.165
C -2.217 6.655 -1.979
C -1.513 6.723 -3.161
C -0.749 5.628 -3.576
C -0.683 4.504 -2.789
C -2.468 1.756 -1.447
C -2.047 0.506 -1.068
C -3.415 -1.069 -2.393
C -5.015 0.598 -3.278
C -4.722 1.972 -2.762
C -3.685 2.349 -1.967
H -1.204 4.831 1.910
H -1.750 3.560 2.997
H 0.082 2.043 2.024
H 0.626 3.385 2.995
H 2.221 1.403 2.041
H 3.970 -0.221 1.377
H 4.918 -0.149 -0.905
H 4.080 1.511 -2.557
H 2.333 3.113 -1.896
H 0.865 5.828 2.542
H 2.416 7.029 4.040
H 4.830 6.426 4.061
H 5.671 4.762 2.411
H 4.127 3.673 0.864
H -3.093 3.771 0.829
H -2.543 2.161 1.264
H -2.728 5.531 -0.239
H -2.810 7.492 -1.650
H -1.545 7.623 -3.746
H -0.206 5.674 -4.499
H -0.109 3.639 -3.108
H -1.098 0.511 -0.505
H -3.801 -2.086 -2.511
H -5.424 0.649 -4.289
H -5.475 2.736 -2.926
H -3.804 3.356 -1.539
O 1.253 0.606 4.033
H 0.747 -0.231 4.136
H 0.843 1.179 4.733
Se -2.438 0.804 4.051
C -1.527 -0.061 2.817
N -0.945 -0.591 1.917
C 5.282 -0.844 4.221
C 3.950 -1.563 4.445
N 3.865 -2.846 3.750
C 2.769 -3.368 3.168
S 1.191 -2.544 3.123
N 2.828 -4.616 2.693
C 4.016 -5.471 2.586
C 5.013 -5.035 1.497
H 5.304 0.092 4.770
H 5.420 -0.642 3.160
H 6.128 -1.455 4.562
H 3.126 -0.925 4.109
H 3.787 -1.746 5.532
H 4.686 -3.440 3.766
H 1.990 -4.902 2.182
H 3.658 -6.479 2.394
H 4.517 -5.490 3.574
H 4.557 -5.105 0.511
H 5.889 -5.670 1.527
H 5.327 -4.008 1.666


# 12
14
Properties=species:S:1:pos:R:3 method="wB97M-V/def2-TZVPD" max_force_ha_per_bohr=0.02474 lumo_ha=0.1438 total_charge=-1 energy_ha=-473.7521 homo_energy_ev=-5.22 e_above_lowest_ev=0.620
O 1.706 1.489 0.942
C 1.372 0.469 0.349
N 0.188 -0.147 0.711
C -0.617 -1.152 -0.085
O -0.049 -2.197 -0.402
O -1.812 -0.783 -0.195
C 2.154 -0.229 -0.732
H -0.372 0.497 1.248
H 2.357 0.323 -1.650
H 1.726 -1.218 -0.883
H 3.177 -0.387 -0.379
H -2.547 1.037 -0.077
H -1.694 2.012 -0.892
O -2.509 1.978 -0.387